Record 1
ORCA calculation (wB97M-V/def2-TZVPD) on an isolated ion of composition C4H8NO3 and charge -1 at a distorted geometry.

Properties
Relative energy (zero: lowest compared OMol25 entry of this formula, charge and spin) in kcal per mole: 65.4
LUMO energy in eV: 3.5
Total charge: -1
HOMO in eV: -2.9
Frontier orbital gap in eV: 6.394

The geometry in XYZ format:
```
16
Properties=species:S:1:pos:R:3:mulliken_charge:R:1
O 0.5216 1.8910 0.0586 -0.713
C 0.3201 0.6847 0.2659 0.645
C -1.0501 0.2491 0.8037 -0.782
C -1.9474 -0.5556 -0.0982 -0.372
O -3.0777 0.2036 -0.6074 -0.573
N 1.2544 -0.2524 0.1253 -0.089
C 2.7019 -0.1396 -0.4140 -0.280
O 3.1966 -1.3230 -0.6658 -0.864
H -0.7420 -0.4097 1.6290 0.313
H -1.4812 1.1758 1.1734 0.313
H -1.3997 -0.8427 -0.9989 0.307
H -2.4224 -1.3690 0.4372 0.297
H -2.7157 0.9776 -1.0075 0.306
H 0.9844 -1.2330 0.1786 0.201
H 3.2394 0.4052 0.4160 0.133
H 2.6177 0.5379 -1.2959 0.159
```

=====

Record 2
ORCA calculation (wB97M-V/def2-TZVPD) on a 4-piece molecular cluster, C15H29NO6 overall at a distorted geometry.

Properties
Relative energy (zero: lowest compared OMol25 entry of this formula, charge and spin) in kcal per mole: 123.3
LUMO energy in eV: 0.5
Total charge: 0
HOMO in eV: -9.1
Frontier orbital gap in eV: 9.585

The geometry in XYZ format:
```
51
Properties=species:S:1:pos:R:3:mulliken_charge:R:1
C -1.1420 0.3524 0.2098 -0.894
N 0.3102 0.4624 -0.0767 1.011
O 0.8367 1.5172 0.2058 -0.557
O 0.8332 -0.4461 -0.6783 -0.567
H -1.2300 -0.2357 1.1231 0.319
H -1.6248 -0.2614 -0.5446 0.349
H -1.6158 1.3070 0.3861 0.298
C 3.1422 2.5660 6.1005 -0.471
C 1.8519 2.0853 6.2382 -0.273
C 1.1243 1.7075 5.1347 -0.508
C 1.7037 1.8349 3.8681 -0.055
C 3.0218 2.2492 3.7043 -0.460
C 3.7134 2.6596 4.8320 -0.294
H 3.7434 2.8186 6.9637 0.349
H 1.4124 1.9488 7.2212 0.332
H 0.1389 1.2730 5.2347 0.377
H 1.0815 1.5056 3.0433 0.280
H 3.4203 2.3260 2.7028 0.389
H 4.6548 3.1861 4.7217 0.327
C -4.5742 0.4065 1.4036 -0.775
O -3.4063 0.1032 2.1653 -0.262
C -3.6227 -0.9046 3.1232 -0.652
C -3.6696 -2.3247 2.5902 -0.408
O -4.9054 -2.6180 1.9971 -0.310
C -4.9959 -3.9206 1.5114 -0.749
H -5.1234 -0.4994 1.1457 0.320
H -4.3746 1.0046 0.5208 0.269
H -5.2250 0.9714 2.0851 0.282
H -4.5471 -0.6433 3.6589 0.435
H -2.8506 -0.8616 3.8922 0.345
H -3.4392 -2.9851 3.4363 0.406
H -2.8696 -2.4511 1.8481 0.296
H -5.2390 -4.6589 2.2859 0.268
H -4.0505 -4.2190 1.0358 0.316
H -5.7426 -4.0973 0.7342 0.264
C 2.3731 -0.1472 -3.7531 -0.496
O 3.4723 0.6315 -4.1752 -0.366
C 3.8445 0.4533 -5.5064 -0.454
C 2.7680 0.8790 -6.5233 -0.548
O 1.7490 -0.1092 -6.6581 -0.343
C 2.0518 -1.0856 -7.6494 -0.691
H 2.3503 -0.0151 -2.6767 0.165
H 2.4446 -1.2087 -4.0120 0.284
H 1.4179 0.1613 -4.1852 0.232
H 4.2043 -0.5753 -5.6591 0.332
H 4.7308 1.0442 -5.7648 0.324
H 3.2429 1.0714 -7.4893 0.434
H 2.2337 1.7380 -6.1214 0.312
H 2.2592 -0.5981 -8.6053 0.286
H 1.2014 -1.7515 -7.7646 0.242
H 2.9156 -1.6468 -7.2802 0.291
```

=====

Record 3
ORCA calculation (wB97M-V/def2-TZVPD) on a 3-piece molecular cluster, C2H12N2O2 overall at a distorted geometry.

Properties
Relative energy (zero: lowest compared OMol25 entry of this formula, charge and spin) in kcal per mole: 8.9
LUMO energy in eV: 0.7
Total charge: 0
HOMO in eV: -9.5
Frontier orbital gap in eV: 10.285

The geometry in XYZ format:
```
18
Properties=species:S:1:pos:R:3:mulliken_charge:R:1
N 1.0674 -1.7343 -1.5584 -0.666
C 0.6193 -0.3977 -1.1667 -0.260
C -0.8846 -0.3580 -0.9730 -0.729
N -1.2088 1.0251 -0.5290 -0.522
H 0.5973 -2.4029 -0.9607 0.247
H 2.0418 -1.8620 -1.3021 0.251
H 0.8725 0.3010 -1.9762 0.312
H 1.0329 0.0008 -0.2351 0.264
H -1.4280 -0.5968 -1.8861 0.339
H -1.1605 -1.0035 -0.1335 0.369
H -0.9133 1.6503 -1.2785 0.216
H -2.2133 1.1352 -0.4471 0.224
O 1.3014 -0.8045 2.1093 -0.664
H 1.7874 -0.0164 2.3784 0.344
H 0.4379 -0.4338 1.8446 0.257
O -0.3435 1.7573 2.2764 -0.700
H -0.4033 1.6257 1.3146 0.424
H -1.2026 2.1145 2.5232 0.293
```

=====

Record 4
ORCA calculation (wB97M-V/def2-TZVPD) on a 3-piece molecular cluster, C6H15NO3 overall.

Properties
Relative energy (zero: lowest compared OMol25 entry of this formula, charge and spin) in kcal per mole: 8.0
LUMO energy in eV: 0.6
Total charge: 0
HOMO in eV: -9.6
Frontier orbital gap in eV: 10.203

The geometry in XYZ format:
```
25
Properties=species:S:1:pos:R:3:mulliken_charge:R:1
C -0.6181 -2.3749 0.1473 -1.117
C -1.0220 -1.0843 -0.5167 0.780
O -2.0895 -0.9472 -1.0862 -0.648
N -0.0884 -0.0675 -0.4933 -0.113
C 0.9893 0.0258 0.5141 -0.463
C 1.0381 1.4964 0.9305 -0.648
C 0.2109 2.2826 -0.1040 -0.491
C -0.4696 1.2469 -1.0162 -0.681
H -1.2564 -3.1629 -0.2359 0.353
H 0.4307 -2.6059 -0.0132 0.359
H -0.7947 -2.3057 1.2192 0.253
H 1.9322 -0.2837 0.0734 0.347
H 0.7632 -0.6149 1.3611 0.346
H 2.0626 1.8504 0.9661 0.335
H 0.6344 1.6302 1.9326 0.283
H -0.5437 2.8998 0.3830 0.293
H 0.8314 2.9548 -0.6858 0.291
H -0.1301 1.3437 -2.0484 0.309
H -1.5545 1.3413 -1.0122 0.308
O -1.4716 -0.2474 2.6485 -0.616
H -1.5736 0.0459 1.7349 0.290
H -2.3553 -0.5290 2.9104 0.310
O 1.9570 -1.2212 -2.4141 -0.691
H 1.1718 -0.9109 -1.9373 0.328
H 1.9459 -0.7624 -3.2578 0.281
```